# 1
{
  "formula": "CHF3NOPmS2",
  "method": "the ωB97M-V functional and the def2-TZVPD basis",
  "species": ["N", "S", "S", "C", "F", "F", "F", "Pm", "O", "H"],
  "coordinates": [[-0.82254, -1.27063, -1.11045], [-2.19699, -0.36503, -0.45317], [0.60797, -0.69845, -0.81513], [0.81424, -0.72512, 1.20209], [0.36978, 0.30099, 1.93562], [0.24498, -1.82950, 1.68849], [2.13309, -0.81432, 1.44440], [-1.16940, 2.15073, -0.52548], [0.73875, 0.87276, -0.81347], [-0.71988, 2.37856, -2.55290]],
  "multiplicity": 5,
  "charge": 0,
  "homo_ev": [-7.81, -7.85],
  "orbital_gap_ev": [6.04, 6.16],
  "lumo_ev": [-1.77, -1.68],
  "e_tot_ev": -50964.4080
}

=====

# 2
{
  "formula": "C6H14O",
  "method": "the ωB97M-V functional and the def2-TZVPD basis",
  "species": ["C", "C", "C", "C", "C", "C", "O", "H", "H", "H", "H", "H", "H", "H", "H", "H", "H", "H", "H", "H", "H"],
  "coordinates": [[-0.24953, 1.84283, 2.77457], [-0.32724, 0.59012, 2.30890], [-0.88101, 0.22555, 0.96640], [0.12048, -0.57289, 0.13553], [-0.34018, -0.89480, -1.27646], [0.71003, -1.65314, -2.06768], [0.14322, -1.99747, -3.31496], [-0.37844, 7.17247, -2.60021], [0.14386, 2.06366, 3.76240], [-0.59505, 2.68673, 2.18028], [2.03516, 0.23782, 1.36608], [-0.01571, -0.23722, 2.94812], [-1.78159, -0.39434, 1.09816], [-1.19374, 1.12878, 0.42795], [0.38183, -1.49579, 0.66960], [1.07752, 0.02720, 0.13476], [-1.24615, -1.51454, -1.22600], [-0.60863, 0.02044, -1.81764], [1.60532, -1.02222, -2.19220], [1.01638, -2.55019, -1.50418], [0.80587, -2.47645, -3.82558]],
  "charge": 0,
  "homo_ev": [-9.71, -8.96],
  "orbital_gap_ev": [9.35, 9.93],
  "lumo_ev": [-0.36, 0.97],
  "e_tot_ev": -8489.9428
}

=====

# 3
{
  "formula": "C43H92BF3IN3O11SiTa",
  "method": "the ωB97M-V functional and the def2-TZVPD basis",
  "species": ["C", "C", "C", "C", "C", "C", "O", "Ta", "I", "C", "C", "C", "C", "C", "C", "C", "C", "Si", "C", "C", "C", "C", "C", "C", "C", "C", "C", "C", "O", "C", "F", "F", "F", "O", "B", "O", "O", "H", "H", "H", "H", "H", "H", "H", "H", "H", "H", "H", "H", "H", "H", "H", "H", "H", "H", "H", "H", "H", "H", "H", "H", "H", "H", "H", "H", "H", "H", "H", "H", "H", "H", "H", "H", "H", "H", "H", "H", "H", "H", "H", "H", "H", "H", "H", "C", "O", "C", "C", "N", "C", "C", "O", "C", "H", "H", "H", "H", "H", "H", "H", "H", "H", "H", "H", "H", "H", "H", "H", "C", "O", "C", "C", "N", "C", "C", "O", "C", "H", "H", "H", "H", "H", "H", "H", "H", "H", "H", "H", "H", "H", "H", "H", "C", "O", "C", "C", "N", "C", "C", "O", "C", "H", "H", "H", "H", "H", "H", "H", "H", "H", "H", "H", "H", "H", "H", "H"],
  "coordinates": [[0.03740, 3.00123, 4.97147], [0.01388, 1.50476, 5.27491], [0.44790, 0.65258, 4.06827], [-1.30459, 1.04663, 5.88548], [-1.48533, 1.71231, 7.25807], [-2.54785, 1.40735, 5.06839], [-2.39674, 1.36349, 3.65742], [-4.13523, 1.03540, 2.59779], [-4.47540, -1.60523, 3.75429], [-3.04194, 0.08500, 0.88331], [-2.08305, 1.02395, 0.13580], [-0.70883, 1.23990, 0.76776], [0.43717, 1.26372, -0.25506], [1.81218, 1.32623, 0.41699], [2.61197, 0.01214, 0.51844], [1.86876, -1.33695, 0.47700], [2.52912, -2.36358, 1.44280], [1.46078, -3.91488, 1.68777], [2.58258, -5.43123, 1.71591], [0.68177, -3.82187, 3.40333], [0.13963, -4.11686, 0.36993], [0.41629, -3.96526, -0.99619], [-0.56067, -4.10936, -1.96860], [-1.86540, -4.43556, -1.60458], [-2.15301, -4.61963, -0.25910], [-1.17101, -4.45883, 0.70990], [-4.15839, 3.08200, 1.63711], [-5.42351, 3.88110, 1.99070], [-5.26821, 4.67344, 3.14338], [-5.79819, 4.75545, 0.81159], [-4.76783, 5.51890, 0.41347], [-6.20516, 4.04832, -0.23178], [-6.78280, 5.62298, 1.10822], [-5.33042, 1.78404, 4.13271], [-6.31475, 0.97473, 4.61380], [-6.32358, 0.60952, 5.96947], [-7.35054, 0.50989, 3.84629], [-0.86208, 3.33744, 4.47273], [0.90440, 3.22071, 4.35642], [0.17242, 3.55447, 5.89476], [0.76898, 1.33982, 6.04166], [-0.32177, -0.06565, 3.81924], [1.36460, 0.11721, 4.29125], [0.58074, 1.28782, 3.20583], [-1.31105, -0.02434, 6.07412], [-2.28951, 1.25423, 7.82238], [-1.76696, 2.75059, 7.11572], [-0.56088, 1.70878, 7.82540], [-3.34320, 0.74811, 5.40795], [-2.87904, 2.41053, 5.32903], [-5.70658, 0.71900, 1.70496], [-3.78785, -0.26947, 0.17357], [-2.53607, -0.80058, 1.25874], [-1.90993, 0.61252, -0.85977], [-2.52943, 1.99982, -0.02783], [-0.51460, 0.54374, 1.57343], [-0.67915, 2.22922, 1.22145], [0.27958, 2.16971, -0.83388], [0.34674, 0.43088, -0.94785], [1.69750, 1.82449, 1.37360], [2.42290, 1.99394, -0.17989], [3.21544, 0.04300, 1.42029], [3.32191, -0.00748, -0.30398], [0.82889, -1.25697, 0.75404], [1.99258, -1.73327, -0.52162], [2.55925, -1.86650, 2.40681], [3.53137, -2.60131, 1.10187], [3.34593, -5.24820, 2.46717], [2.02656, -6.32253, 1.98078], [3.08434, -5.58320, 0.76663], [0.90881, -2.88381, 3.89681], [-0.39853, -3.91517, 3.38690], [1.06730, -4.61960, 4.02978], [1.42087, -3.71971, -1.30780], [-0.28708, -3.96515, -3.00022], [-2.62529, -4.54165, -2.35725], [-3.15748, -4.87633, 0.03525], [-1.45782, -4.61138, 1.73127], [-3.29213, 3.62334, 2.00581], [-4.15409, 2.97846, 0.55798], [-6.25435, 3.19746, 2.11590], [-5.10629, 5.58129, 2.88400], [-5.46536, 0.22136, 6.15799], [-7.77789, -0.17819, 4.35876], [7.51841, 0.45587, -4.56940], [7.57721, 1.86226, -4.44232], [7.11055, 2.57931, -5.57750], [5.81393, 3.29986, -5.27955], [4.71284, 2.36178, -5.11184], [3.48101, 2.95043, -4.59097], [3.50352, 3.56621, -3.19668], [3.67083, 2.63434, -2.14785], [5.00575, 2.26869, -1.85796], [8.05958, 0.02961, -3.72662], [6.48898, 0.08258, -4.54248], [7.99316, 0.12025, -5.49630], [6.99787, 1.91734, -6.44095], [7.87263, 3.32552, -5.82100], [5.58246, 3.97129, -6.11200], [5.97913, 3.91606, -4.38508], [5.00506, 1.62275, -4.48686], [2.72555, 2.16151, -4.58699], [3.13787, 3.71112, -5.29967], [2.52162, 4.01816, -3.03175], [4.23616, 4.37830, -3.10644], [5.70317, 3.09034, -2.04116], [5.31795, 1.38987, -2.43030], [5.04805, 2.00064, -0.80155], [-3.60441, -10.22623, -4.49404], [-2.33268, -10.82935, -4.36287], [-1.45362, -10.60191, -5.45594], [-0.30272, -9.70249, -5.06064], [-0.75346, -8.33886, -4.82222], [0.24294, -7.46232, -4.20988], [0.75352, -7.80510, -2.81489], [-0.20807, -7.66549, -1.79423], [-1.06778, -8.76867, -1.59738], [-4.23350, -10.61530, -3.69559], [-3.55559, -9.13669, -4.39419], [-4.06470, -10.47432, -5.45525], [-1.99227, -10.18902, -6.31386], [-1.04750, -11.57499, -5.74835], [0.43426, -9.69446, -5.86977], [0.17260, -10.14745, -4.17564], [-1.56877, -8.36342, -4.22475], [-0.19771, -6.46415, -4.15720], [1.10119, -7.39342, -4.88701], [1.53895, -7.08248, -2.57685], [1.22144, -8.79768, -2.76965], [-0.57025, -9.71862, -1.81351], [-1.97624, -8.68761, -2.20253], [-1.37240, -8.76260, -0.55081], [-1.82188, 4.97686, -0.68545], [-0.64706, 4.76923, 0.08136], [0.56351, 4.75136, -0.65631], [1.40877, 5.96158, -0.32630], [0.80708, 7.18534, -0.84183], [1.41558, 8.41509, -0.34699], [1.35196, 8.70082, 1.15030], [0.05473, 8.97052, 1.64093], [-0.72672, 7.83180, 1.96807], [-2.66890, 4.78799, -0.03862], [-1.88561, 6.00984, -1.04960], [-1.86972, 4.28652, -1.53341], [0.37111, 4.68563, -1.73187], [1.11522, 3.85467, -0.35656], [2.40244, 5.83991, -0.76957], [1.52659, 5.98359, 0.76544], [-0.17459, 7.19171, -0.59917], [0.92497, 9.24657, -0.85973], [2.46605, 8.42915, -0.65741], [1.92888, 9.61295, 1.32850], [1.82809, 7.91180, 1.74509], [-0.11062, 7.00637, 2.33202], [-1.32182, 7.49115, 1.11698], [-1.41828, 8.12479, 2.75774]],
  "charge": -1,
  "homo_ev": -5.73,
  "orbital_gap_ev": 7.70,
  "lumo_ev": 1.96,
  "e_tot_ev": -99438.3819
}

=====

# 4
{
  "formula": "C3H7NO",
  "method": "the ωB97M-V functional and the def2-TZVPD basis",
  "species": ["C", "C", "C", "N", "O", "H", "H", "H", "H", "H", "H", "H"],
  "coordinates": [[-1.36954, -0.39052, -0.13144], [0.08366, -0.04152, 0.05024], [1.26404, -0.97349, 0.11376], [0.57169, 1.13901, 0.13937], [-0.27740, 2.16914, -0.18840], [-1.61172, -1.35232, 0.34139], [-1.64593, -0.45914, -1.19141], [-1.97908, 0.39687, 0.32812], [1.63366, -1.23213, -0.88706], [1.14716, -1.89597, 0.69333], [1.98841, -0.26359, 0.50898], [0.19504, 2.90367, 0.22312]],
  "smiles": "CC(C)=NO",
  "charge": 0,
  "homo_ev": -9.25,
  "orbital_gap_ev": 10.33,
  "lumo_ev": 1.07,
  "e_tot_ev": -6760.2025
}

=====

# 5
{
  "formula": "C6H7N",
  "method": "the ωB97M-V functional and the def2-TZVPD basis",
  "species": ["C", "C", "C", "C", "C", "C", "N", "H", "H", "H", "H", "H", "H", "H"],
  "coordinates": [[0.98264, -1.50953, -0.10283], [-0.11840, -1.99363, 0.30565], [1.71343, -0.47533, -0.49535], [-1.33923, 0.02745, -0.13246], [1.24818, 0.69520, 0.24412], [-0.32132, 1.01791, 0.00291], [-2.52834, -0.25427, -0.23400], [-0.75283, -2.68958, 0.77046], [1.93964, -0.50537, -1.53631], [1.53869, 0.38520, 1.31122], [1.87133, 1.51523, 0.05298], [-0.25581, 1.75476, -0.93372], [-0.70487, 1.72951, 0.75704], [-3.27310, 0.30245, -0.00972]],
  "charge": 0,
  "homo_ev": [-7.04, -6.92],
  "orbital_gap_ev": [7.17, 6.91],
  "lumo_ev": [0.13, -0.01],
  "e_tot_ev": -7818.8772
}

=====

# 6
{
  "formula": "C24H29N6O11",
  "method": "the ωB97M-V functional and the def2-TZVPD basis",
  "species": ["N", "O", "O", "O", "C", "C", "C", "C", "C", "C", "N", "O", "O", "H", "H", "H", "H", "H", "C", "C", "C", "C", "C", "C", "N", "O", "O", "H", "H", "H", "H", "H", "C", "C", "C", "C", "C", "C", "N", "O", "O", "H", "H", "H", "H", "H", "C", "O", "N", "C", "C", "H", "H", "H", "H", "H", "H", "H", "C", "O", "N", "C", "C", "H", "H", "H", "H", "H", "H", "H"],
  "coordinates": [[18.44000, 51.55900, 13.39700], [17.59100, 52.56400, 13.35300], [18.05100, 50.49200, 13.94800], [19.58400, 51.84700, 13.11900], [14.84200, 50.25200, 12.80300], [15.65000, 49.22000, 12.10000], [14.96000, 47.84400, 12.03400], [13.75000, 47.49700, 12.87500], [12.92900, 48.69400, 13.54400], [13.63100, 50.05100, 13.46600], [13.18700, 46.17400, 12.83300], [12.04700, 45.93400, 13.52000], [13.89000, 45.28500, 12.29100], [15.37100, 51.26200, 12.80100], [16.50600, 49.65500, 11.91200], [15.30500, 47.01700, 11.62000], [12.00200, 48.46400, 14.00200], [12.92700, 50.90200, 13.91700], [20.30400, 46.64200, 12.06200], [19.16600, 47.55400, 12.60600], [18.19200, 46.88700, 13.60000], [18.38000, 45.37100, 13.83100], [19.60700, 44.62900, 13.35000], [20.60200, 45.38800, 12.51700], [17.38900, 44.64300, 14.57900], [17.74100, 43.54600, 15.12700], [16.15600, 45.06000, 14.41000], [21.03200, 47.14000, 11.38300], [19.15600, 48.65100, 12.30500], [17.39100, 47.28800, 13.98200], [19.69400, 43.53300, 13.73000], [21.62900, 44.95800, 12.41000], [18.55900, 52.59500, 16.81500], [19.75500, 53.51300, 16.66800], [20.52800, 53.87300, 18.03800], [20.19900, 53.02800, 19.34500], [19.14500, 51.94600, 19.20800], [18.22700, 51.81000, 17.89900], [20.82200, 53.42600, 20.53100], [21.34000, 54.66300, 20.56700], [20.84400, 52.69700, 21.50500], [17.86800, 52.28900, 15.91800], [19.77400, 54.16200, 15.84400], [21.29800, 54.64400, 17.93400], [18.94900, 51.13000, 20.12900], [17.38200, 51.21300, 17.85700], [14.85900, 51.82300, 16.02100], [14.46500, 52.95300, 16.34500], [14.69300, 50.77800, 16.80900], [15.35700, 49.49700, 16.54700], [14.10500, 50.85900, 18.15300], [15.47000, 51.64800, 15.11900], [14.49700, 48.67100, 16.63300], [15.87900, 49.07400, 17.26200], [15.77800, 49.21300, 15.72300], [14.85200, 51.24600, 18.81300], [13.90200, 50.02400, 18.37600], [13.21800, 51.51100, 18.22600], [14.50700, 56.36500, 10.57700], [14.36100, 57.57400, 10.20200], [14.73100, 56.03900, 11.80800], [15.03200, 54.64300, 12.23800], [14.92800, 56.99100, 12.95100], [14.16900, 55.69500, 9.86600], [15.25900, 54.45100, 13.42100], [15.87300, 54.26900, 11.77600], [14.33700, 54.04100, 11.97800], [13.93800, 57.11800, 13.44500], [15.30000, 57.91400, 12.69300], [15.60000, 56.57700, 13.61000]],
  "charge": -1,
  "homo_ev": -6.26,
  "orbital_gap_ev": 6.70,
  "lumo_ev": 0.44,
  "e_tot_ev": -56796.9685
}